{
  "formula": "C64H79ClN11O2P",
  "method": "wB97M-V/def2-TZVPD",
  "smiles": "COCCCCCCC[PH](Cl)(CCC(C)C)OC#N.c1ccncc1.c1ccncc1.c1ccncc1.c1ccncc1.c1ccncc1.c1ccncc1.c1ccncc1.c1ccncc1.c1ccncc1.c1ccncc1",
  "e_homo_ev": -9.3,
  "energy_ev": -109944.4957,
  "elements": ["C", "O", "C", "C", "C", "C", "C", "C", "C", "P", "Cl", "C", "C", "C", "C", "C", "O", "C", "N", "H", "H", "H", "H", "H", "H", "H", "H", "H", "H", "H", "H", "H", "H", "H", "H", "H", "H", "H", "H", "H", "H", "H", "H", "H", "H", "H", "H", "H", "C", "C", "C", "N", "C", "C", "H", "H", "H", "H", "H", "C", "C", "C", "N", "C", "C", "H", "H", "H", "H", "H", "C", "C", "C", "N", "C", "C", "H", "H", "H", "H", "H", "C", "C", "C", "N", "C", "C", "H", "H", "H", "H", "H", "C", "C", "C", "N", "C", "C", "H", "H", "H", "H", "H", "C", "C", "C", "N", "C", "C", "H", "H", "H", "H", "H", "C", "C", "C", "N", "C", "C", "H", "H", "H", "H", "H", "C", "C", "C", "N", "C", "C", "H", "H", "H", "H", "H", "C", "C", "C", "N", "C", "C", "H", "H", "H", "H", "H", "C", "C", "C", "N", "C", "C", "H", "H", "H", "H", "H"],
  "positions_angstrom": [[0.319, 4.294, -7.870], [0.484, 4.259, -6.471], [-0.734, 4.131, -5.776], [-1.393, 2.758, -5.938], [-2.290, 2.355, -4.746], [-1.659, 1.286, -3.821], [-1.581, 1.665, -2.337], [-0.715, 2.879, -1.962], [0.693, 2.560, -1.406], [1.640, 1.379, -2.431], [1.643, -0.122, -0.746], [3.466, 1.293, -2.554], [4.029, 1.037, -3.959], [3.653, -0.290, -4.663], [2.597, -0.078, -5.762], [3.227, -1.442, -3.733], [1.500, 2.460, -3.861], [2.064, 3.604, -3.732], [2.626, 4.601, -3.558], [0.176, 3.291, -8.282], [1.205, 4.749, -8.306], [-0.547, 4.904, -8.152], [-0.523, 4.323, -4.726], [-1.436, 4.906, -6.108], [-0.633, 2.002, -6.132], [-2.014, 2.797, -6.836], [-3.194, 1.925, -5.175], [-2.580, 3.243, -4.181], [-2.279, 0.388, -3.870], [-0.696, 1.002, -4.242], [-1.261, 0.795, -1.758], [-2.599, 1.894, -2.023], [-1.221, 3.380, -1.135], [-0.640, 3.607, -2.766], [0.553, 2.123, -0.426], [1.252, 3.483, -1.260], [0.925, 0.419, -3.119], [3.816, 0.541, -1.860], [3.872, 2.243, -2.200], [5.115, 1.101, -3.891], [3.740, 1.854, -4.620], [4.554, -0.626, -5.177], [2.042, -1.000, -5.947], [3.083, 0.178, -6.703], [1.875, 0.692, -5.496], [3.689, -1.417, -2.750], [2.142, -1.503, -3.650], [3.541, -2.380, -4.189], [6.973, 0.869, -10.002], [7.631, 0.649, -8.803], [6.964, 0.935, -7.622], [5.722, 1.414, -7.573], [5.104, 1.621, -8.734], [5.680, 1.366, -9.969], [7.459, 0.658, -10.946], [8.642, 0.263, -8.781], [7.444, 0.776, -6.663], [4.095, 2.014, -8.665], [5.128, 1.553, -10.879], [-0.311, 5.882, 2.752], [0.769, 5.722, 1.896], [1.123, 4.434, 1.528], [0.494, 3.341, 1.952], [-0.545, 3.515, 2.764], [-0.990, 4.757, 3.194], [-0.624, 6.870, 3.067], [1.319, 6.574, 1.522], [1.957, 4.262, 0.854], [-1.046, 2.606, 3.077], [-1.845, 4.840, 3.852], [3.444, 3.572, 6.555], [2.474, 3.699, 5.574], [2.345, 4.920, 4.928], [3.103, 5.982, 5.200], [4.030, 5.843, 6.146], [4.241, 4.667, 6.849], [3.578, 2.635, 7.081], [1.830, 2.872, 5.310], [1.605, 5.065, 4.153], [4.632, 6.722, 6.348], [5.012, 4.612, 7.606], [-3.742, -0.390, 1.216], [-4.652, -0.235, 0.182], [-4.757, 1.005, -0.429], [-4.031, 2.065, -0.077], [-3.164, 1.903, 0.922], [-2.980, 0.704, 1.593], [-3.623, -1.348, 1.710], [-5.267, -1.060, -0.152], [-5.455, 1.162, -1.245], [-2.584, 2.781, 1.181], [-2.252, 0.627, 2.389], [-4.995, -6.442, 1.627], [-3.717, -6.277, 2.134], [-3.171, -5.002, 2.141], [-3.806, -3.923, 1.688], [-5.035, -4.099, 1.205], [-5.672, -5.328, 1.153], [-5.455, -7.421, 1.599], [-3.153, -7.117, 2.515], [-2.173, -4.828, 2.530], [-5.533, -3.204, 0.846], [-6.672, -5.411, 0.750], [-4.728, -8.150, -4.067], [-4.720, -7.157, -3.102], [-4.680, -7.535, -1.768], [-4.651, -8.803, -1.360], [-4.660, -9.746, -2.301], [-4.697, -9.474, -3.660], [-4.757, -7.897, -5.119], [-4.744, -6.110, -3.372], [-4.668, -6.790, -0.983], [-4.638, -10.769, -1.942], [-4.700, -10.282, -4.379], [-3.192, 7.395, 7.386], [-1.982, 7.930, 6.976], [-1.844, 8.308, 5.649], [-2.809, 8.182, 4.740], [-3.966, 7.664, 5.150], [-4.208, 7.259, 6.454], [-3.341, 7.088, 8.413], [-1.160, 8.053, 7.668], [-0.912, 8.731, 5.289], [-4.734, 7.571, 4.391], [-5.169, 6.846, 6.728], [-3.797, -5.065, 6.880], [-3.927, -4.610, 5.579], [-5.133, -4.041, 5.195], [-6.178, -3.910, 6.008], [-6.036, -4.354, 7.256], [-4.874, -4.934, 7.741], [-2.872, -5.511, 7.220], [-3.113, -4.691, 4.874], [-5.269, -3.670, 4.184], [-6.903, -4.235, 7.898], [-4.816, -5.272, 8.766], [0.908, -5.007, 9.929], [0.772, -4.542, 8.631], [-0.437, -3.973, 8.259], [-1.479, -3.850, 9.079], [-1.332, -4.302, 10.323], [-0.166, -4.885, 10.796], [1.836, -5.457, 10.259], [1.583, -4.616, 7.920], [-0.584, -3.594, 7.253], [-2.195, -4.189, 10.970], [-0.103, -5.234, 11.818], [8.590, -4.302, -2.787], [8.177, -3.836, -4.025], [6.859, -3.430, -4.168], [5.964, -3.464, -3.183], [6.377, -3.915, -2.000], [7.672, -4.343, -1.751], [9.611, -4.628, -2.633], [8.859, -3.787, -4.862], [6.496, -3.056, -5.120], [5.628, -3.931, -1.216], [7.951, -4.697, -0.768]],
  "forces_ev_per_angstrom": [[-0.1, 0.0, 0.0], [0.1, 0.2, -0.1], [-0.1, -0.3, 0.1], [-0.4, 0.3, -0.1], [0.4, -0.4, -0.4], [-0.2, 0.2, 0.0], [0.0, 0.2, -0.3], [0.2, -0.1, 0.2], [-0.6, -0.1, 0.1], [0.3, -0.4, 1.0], [-0.1, -0.1, -0.1], [0.3, 0.1, -0.2], [-0.2, 0.0, -0.4], [-0.2, -0.2, 0.1], [0.1, -0.3, 0.0], [0.2, -0.1, -0.5], [0.0, 0.4, -0.2], [0.2, -0.1, -0.1], [-0.2, -0.1, -0.1], [0.0, 0.0, -0.1], [0.1, -0.1, 0.0], [0.0, 0.0, 0.0], [0.2, 0.0, 0.0], [0.0, 0.1, 0.0], [0.1, 0.0, 0.1], [0.0, -0.1, -0.1], [-0.2, 0.1, 0.2], [-0.1, 0.0, 0.1], [0.0, -0.1, 0.0], [0.2, 0.0, 0.1], [0.0, 0.0, 0.1], [0.0, -0.1, 0.0], [0.0, 0.2, 0.0], [-0.1, 0.0, -0.2], [0.2, -0.1, 0.1], [0.2, 0.0, -0.3], [0.0, 0.2, -0.2], [-0.1, -0.1, 0.1], [-0.2, 0.2, 0.0], [0.1, 0.0, 0.2], [0.1, 0.1, 0.0], [0.1, 0.1, 0.0], [0.0, -0.1, 0.0], [-0.1, 0.3, 0.0], [0.0, 0.1, -0.1], [-0.1, 0.0, 0.1], [-0.1, 0.2, 0.3], [0.0, -0.1, 0.0], [0.0, 0.0, 0.0], [0.0, 0.0, 0.0], [0.0, 0.0, 0.1], [0.0, -0.1, 0.0], [-0.1, 0.0, 0.1], [0.0, 0.0, 0.0], [0.0, 0.0, 0.0], [0.0, 0.0, 0.0], [0.0, 0.0, 0.0], [0.0, 0.0, 0.0], [0.0, 0.0, 0.0], [-0.1, 0.2, -0.1], [-0.2, 0.0, 0.0], [0.1, 0.0, -0.1], [-0.1, 0.0, 0.0], [0.0, -0.1, 0.1], [0.1, 0.0, 0.0], [0.0, 0.0, 0.0], [0.0, 0.0, 0.0], [0.0, 0.1, 0.0], [0.0, 0.0, 0.1], [0.0, 0.0, 0.0], [0.0, 0.0, 0.0], [0.0, 0.0, 0.0], [0.1, 0.1, 0.0], [0.0, 0.0, 0.0], [0.0, 0.1, 0.0], [0.0, 0.0, 0.0], [0.0, 0.0, 0.0], [0.0, 0.0, 0.0], [0.0, -0.1, 0.1], [0.0, 0.0, 0.0], [0.0, 0.0, 0.0], [0.0, -0.1, 0.0], [0.0, 0.0, 0.0], [0.0, 0.0, 0.0], [-0.1, 0.0, 0.1], [0.0, 0.0, -0.1], [0.0, 0.0, 0.0], [0.0, 0.0, 0.0], [0.0, 0.0, 0.0], [0.0, 0.0, 0.0], [0.0, 0.0, 0.0], [0.0, 0.0, 0.0], [-0.1, 0.0, 0.1], [0.0, 0.0, 0.0], [0.1, 0.1, 0.0], [-0.1, 0.0, 0.0], [0.0, 0.0, 0.0], [0.0, 0.0, 0.0], [0.0, 0.0, 0.0], [0.0, 0.0, 0.0], [0.0, -0.1, 0.0], [0.0, 0.0, 0.0], [0.0, 0.0, 0.0], [0.0, 0.0, 0.0], [0.0, 0.0, 0.0], [0.0, 0.0, 0.0], [0.0, 0.0, 0.0], [0.0, 0.0, 0.1], [0.0, 0.0, 0.0], [0.0, 0.0, 0.0], [0.0, 0.0, 0.0], [0.0, 0.1, 0.0], [0.0, 0.0, 0.0], [0.0, 0.0, 0.0], [0.0, 0.0, 0.0], [0.0, 0.0, 0.0], [0.0, 0.0, -0.1], [0.0, -0.1, 0.1], [0.0, 0.0, -0.1], [0.0, 0.0, 0.0], [0.0, 0.0, 0.0], [0.0, 0.0, 0.0], [0.0, 0.0, 0.1], [0.0, 0.0, 0.0], [0.0, 0.0, 0.0], [0.0, 0.0, 0.0], [0.0, 0.0, 0.1], [-0.1, 0.0, 0.0], [0.0, 0.0, 0.0], [-0.1, 0.0, 0.0], [0.0, 0.0, 0.0], [0.0, 0.0, 0.0], [0.0, 0.0, 0.0], [0.0, 0.0, 0.0], [0.0, 0.0, 0.0], [0.0, 0.0, 0.0], [0.0, 0.0, 0.0], [0.0, 0.0, 0.0], [-0.1, 0.0, 0.0], [0.1, 0.0, 0.0], [-0.1, 0.0, 0.0], [0.0, 0.0, 0.0], [0.0, 0.0, 0.0], [0.0, 0.0, 0.0], [0.0, 0.0, 0.0], [0.0, 0.0, 0.0], [0.0, 0.0, 0.0], [0.0, 0.0, 0.0], [0.0, 0.0, 0.0], [-0.1, 0.0, 0.0], [0.1, 0.0, 0.0], [-0.1, 0.0, 0.0], [0.0, 0.0, 0.0], [0.0, 0.0, 0.0], [0.0, 0.0, 0.0], [0.0, 0.0, 0.0], [0.0, 0.0, 0.0], [0.0, 0.0, 0.0]]
}